1.
Molecular formula: C28H80N2O21
Method: DFT, ωB97M-V/def2-TZVPD

Properties
Energy above the lowest of the compared OMol25 structures with the same formula, charge and spin (kcal/mol): 34.5
HOMO (eV): -8.22
DFT total energy (eV): -76301.5646
LUMO energy (eV): -0.03

Geometry as ORCA input:
```
! wB97M-V def2-TZVPD RIJCOSX def2/J DEFGRID3
* xyz 0 1
C 15.02109 -2.92580 -2.13799
O 15.34531 -4.31494 -2.16798
C 16.66365 -4.54624 -2.65431
C 17.20666 -5.92477 -2.25432
N 16.39023 -6.95976 -2.88919
C 16.75716 -8.25018 -2.32910
C 15.71802 -9.29210 -2.86118
O 14.51099 -8.90833 -2.24166
C 13.38408 -9.45289 -2.79948
H 15.85899 -2.23986 -2.00108
H 14.18670 -2.86972 -1.44056
H 14.66859 -2.54923 -3.10376
H 17.40524 -3.89118 -2.19253
H 16.66874 -4.55932 -3.74615
H 17.21138 -5.93298 -1.16086
H 18.23806 -6.01543 -2.59703
H 15.51105 -6.85683 -2.39181
H 16.73460 -8.25573 -1.23782
H 17.69585 -8.62923 -2.73772
H 15.95862 -10.32627 -2.60141
H 15.69153 -9.24738 -3.95195
H 13.25603 -10.43227 -2.33092
H 13.34190 -9.40544 -3.88842
H 12.60405 -8.81275 -2.38152
C 21.03412 7.34037 -4.31878
O 20.85852 7.23072 -2.95095
C 19.49736 7.14216 -2.54979
C 19.20883 6.81255 -1.07470
N 19.60519 5.46140 -0.80850
C 19.76262 4.99381 0.54856
C 20.67114 3.70628 0.50342
O 22.02991 3.98013 0.12404
C 22.61371 2.82816 -0.34329
H 20.60297 8.29351 -4.63956
H 20.61181 6.49832 -4.87025
H 22.08769 7.49632 -4.55026
H 18.96645 6.45165 -3.21125
H 18.94152 8.07608 -2.67635
H 18.18226 7.08342 -0.82610
H 19.89755 7.42364 -0.48114
H 20.32665 5.16203 -1.44853
H 18.74524 4.67687 0.77507
H 20.29740 5.70444 1.18336
H 20.25313 3.16311 -0.34733
H 20.58060 3.10969 1.41014
H 23.52067 3.00594 -0.92484
H 22.03014 2.15767 -0.97953
H 23.01517 2.15794 0.42411
O 14.37074 2.83482 -5.33256
C 13.78577 1.99039 -4.38124
C 12.31423 2.26030 -4.12020
O 12.36447 3.37074 -3.17411
H 13.65556 3.07675 -5.92791
H 13.72166 1.01077 -4.86683
H 14.44815 2.06782 -3.52102
H 11.69997 1.51840 -3.60922
H 11.73760 2.54280 -5.00278
H 11.85189 4.09333 -3.54610
O 13.75900 2.71947 -1.05755
C 12.74310 2.67661 -0.06106
C 11.44645 1.81934 -0.29508
O 10.38526 2.19013 0.60704
H 13.43521 3.25034 -1.79886
H 13.11830 2.33842 0.90294
H 12.31478 3.68050 -0.04484
H 11.70506 0.75969 -0.23083
H 11.00298 1.88629 -1.29060
H 9.74447 1.49137 0.75323
O 15.55118 -0.42167 -6.05252
C 16.41155 -0.94721 -5.02137
C 17.92342 -0.60272 -5.17385
O 18.60834 -0.89424 -3.97326
H 14.79430 -0.99046 -5.88141
H 16.22047 -0.46132 -4.05988
H 16.31704 -2.02380 -4.87933
H 18.20266 0.37035 -5.57840
H 18.37085 -1.27379 -5.91335
H 19.53006 -0.97611 -4.24730
O 23.53383 0.41247 -3.34704
C 23.02121 -0.78205 -2.71418
C 21.55797 -0.85253 -3.05508
O 21.36175 -1.05538 -4.48508
H 24.49307 0.44228 -3.30697
H 23.43765 -1.76279 -2.95468
H 23.20493 -0.65424 -1.64573
H 21.16922 0.05462 -2.58775
H 21.17299 -1.73493 -2.54382
H 21.95154 -0.39138 -4.86052
O 20.01050 3.44994 -4.01313
C 19.05023 2.77490 -3.25142
C 17.58497 3.15254 -3.61637
O 17.33375 2.48022 -4.85023
H 20.04369 4.40213 -3.90171
H 19.27296 1.70984 -3.30344
H 19.20069 3.09840 -2.21824
H 17.47853 4.22962 -3.76025
H 16.89951 2.84028 -2.82570
H 16.38625 2.31892 -4.88478
O 15.86049 1.62885 0.01074
C 16.17864 0.34806 -0.59913
C 17.68311 0.09671 -0.39581
O 18.14680 -1.06780 -1.14569
H 15.16731 2.05477 -0.51739
H 15.56990 -0.37938 -0.05840
H 15.83445 0.26686 -1.63120
H 17.99748 0.01660 0.64512
H 18.31048 0.90545 -0.77737
H 18.48757 -0.81714 -2.01121
O 18.92114 -0.14194 4.15697
C 19.91230 0.85540 4.39812
C 20.99919 0.82216 3.25021
O 21.50557 -0.45915 3.10554
H 18.09077 0.31113 3.99487
H 19.41465 1.82618 4.43342
H 20.20394 0.64738 5.42888
H 21.77302 1.56967 3.42042
H 20.44216 0.96871 2.32209
H 20.78215 -1.09905 3.17396
O 19.34933 -3.14201 -0.00296
C 20.15704 -3.23201 1.20216
C 19.22066 -3.04545 2.43800
O 20.02460 -2.72501 3.56082
H 19.01623 -2.23372 -0.05632
H 20.68762 -4.18237 1.13858
H 20.99954 -2.53837 1.25207
H 18.73502 -4.00677 2.60808
H 18.55026 -2.21709 2.20549
H 19.53771 -2.27991 4.26052
O 17.98849 2.40873 1.80000
H 17.30804 2.84085 2.32022
H 17.51560 2.02734 1.05239
*
```


2.
Molecular formula: C28H80N6O12
Method: DFT, ωB97M-V/def2-TZVPD

Properties
Energy above the lowest of the compared OMol25 structures with the same formula, charge and spin (kcal/mol): 231.1
HOMO (eV): -8.83
DFT total energy (eV): -63835.1256
LUMO energy (eV): -0.01

Geometry as ORCA input:
```
! wB97M-V def2-TZVPD RIJCOSX def2/J DEFGRID3
* xyz 0 1
N 2.58400 -32.95100 8.39700
C 3.71300 -32.37800 8.04600
N 4.67900 -32.55900 8.90000
O 3.82600 -31.85500 6.82200
H 1.89000 -33.22300 7.67100
H 2.50900 -33.33000 9.39900
H 5.60000 -32.21100 8.68400
H 4.59500 -33.19100 9.74100
N 2.36800 -33.90300 10.94100
C 3.39200 -34.65600 10.77000
N 4.51000 -34.07000 11.13900
O 3.35600 -35.88000 10.24100
H 1.46200 -34.34000 10.73000
H 2.41600 -33.04700 11.53100
H 5.38000 -34.58100 10.99400
H 4.56200 -33.23200 11.79000
N -0.72300 -31.66600 3.26800
C -0.56200 -31.04500 4.39600
N 0.42200 -31.56000 4.99900
O -1.39300 -30.02900 4.88100
H -1.53600 -31.35300 2.69400
H -0.48800 -32.66200 3.08200
H 0.65900 -31.30800 5.96800
H 1.15700 -31.94100 4.37500
C 3.35700 -31.42400 3.31100
C 4.78700 -31.24900 3.08200
C 5.01200 -30.16700 2.01600
O 5.49600 -31.04300 4.09900
H 2.98600 -32.14700 2.61900
H 2.90900 -30.44900 3.08500
H 3.02400 -31.60200 4.33100
H 5.22300 -32.11000 2.59700
H 4.50800 -30.52300 1.09800
H 6.02600 -30.10800 1.72400
H 4.68700 -29.16300 2.18900
H 5.53200 -31.88600 4.52200
C 10.40700 -33.26100 10.97400
C 10.13800 -32.92800 9.53100
C 9.01700 -33.71900 9.01000
O 9.92600 -31.71300 9.25800
H 9.57300 -32.87200 11.55400
H 11.35400 -32.97900 11.41300
H 10.34700 -34.35700 11.09900
H 10.95100 -33.33200 8.93100
H 8.09100 -33.50400 9.55200
H 9.20000 -34.81500 9.00500
H 8.74100 -33.41200 8.00100
H 10.53600 -31.40400 8.62900
C 0.37800 -31.00000 9.90700
C 0.06500 -30.87300 8.42800
C -0.79700 -29.64700 8.25100
O 1.05000 -30.82700 7.66200
H 0.85600 -31.95900 10.09400
H -0.54600 -31.00000 10.48000
H 1.03400 -30.24800 10.27100
H -0.54200 -31.84100 8.15100
H -0.97400 -29.39300 7.19900
H -0.37100 -28.77300 8.67800
H -1.73500 -29.71300 8.70100
H 1.73000 -31.33200 8.13800
C 7.30300 -29.33900 8.25200
C 6.95900 -30.67500 7.77400
C 7.84400 -30.95300 6.61700
O 7.10600 -31.57700 8.62000
H 7.54700 -28.60700 7.46000
H 8.12100 -29.34000 8.90500
H 6.52100 -28.93200 8.84000
H 5.96900 -30.63700 7.39500
H 7.54400 -31.87900 6.07200
H 8.87400 -31.10700 7.00100
H 7.88100 -30.10500 5.89700
H 8.00200 -31.66100 8.85600
C 2.26500 -34.35300 5.17100
C 0.94900 -34.61700 5.92600
C 1.13700 -35.81900 6.90400
O 0.46200 -33.67500 6.58900
H 3.07200 -34.08900 5.82200
H 2.16900 -33.54100 4.43500
H 2.55700 -35.17900 4.49500
H 0.20600 -34.98500 5.27700
H 1.85000 -35.55800 7.68600
H 1.41100 -36.71900 6.42300
H 0.16600 -36.07400 7.35300
H 0.31600 -32.90900 6.00500
C 4.95900 -35.55000 6.92600
C 6.03100 -34.46000 6.67600
C 7.30400 -35.10800 6.29400
O 5.61900 -33.61200 5.86800
H 4.15600 -35.05700 7.49900
H 5.26000 -36.36100 7.57500
H 4.41400 -35.83000 6.02000
H 6.27500 -33.92100 7.62100
H 8.12800 -34.39000 5.94400
H 7.07100 -35.80500 5.43300
H 7.68600 -35.64400 7.14000
H 5.17200 -32.90700 6.35300
C 3.32100 -29.48300 12.01500
C 3.68100 -30.36300 10.83000
C 3.63100 -29.38600 9.61400
O 4.87400 -30.73700 10.82000
H 3.22200 -30.03300 12.89000
H 2.41500 -28.97400 11.81200
H 4.07400 -28.68100 12.07300
H 3.03400 -31.25000 10.72500
H 3.87900 -29.81300 8.68300
H 4.34100 -28.64200 9.81800
H 2.65100 -28.90500 9.45500
H 4.74600 -31.45300 10.18100
C 4.93600 -27.33800 6.78300
C 4.34300 -28.45900 5.98500
C 2.84500 -28.56800 6.25800
O 4.51800 -28.48300 4.74200
H 4.45800 -26.45000 6.47300
H 6.01000 -27.20600 6.54500
H 4.79300 -27.60900 7.82400
H 4.88100 -29.26900 6.44000
H 2.24900 -27.68300 5.92700
H 2.59800 -28.59800 7.27300
H 2.38900 -29.49200 5.92200
H 4.54800 -29.43400 4.49100
C -0.37400 -35.33600 10.82200
O -0.26700 -34.20200 10.02200
H -0.26500 -34.99200 11.85000
H 0.39800 -36.06300 10.63400
H -1.27700 -35.94400 10.71200
H -1.06100 -33.66100 10.33400
*
```


3.
Molecular formula: C28H81Cu3N3O15P
Method: DFT, ωB97M-V/def2-TZVPD

Properties
Energy above the lowest of the compared OMol25 structures with the same formula, charge and spin (kcal/mol): 18.8
HOMO (eV): -8.41
DFT total energy (eV): -208742.5827
LUMO energy (eV): -0.36

Geometry as ORCA input:
```
! wB97M-V def2-TZVPD RIJCOSX def2/J DEFGRID3
* xyz 0 1
Cu 0.62186 -1.04379 2.40059
Cu -0.41515 -1.81196 -1.19752
Cu 1.70719 2.60118 -0.17212
P 0.52012 0.19158 0.07378
O 1.31831 0.80609 1.24831
O -0.75408 -0.53988 0.64834
O 1.43739 -0.81608 -0.63634
O 0.05490 1.30471 -0.88878
C 4.34658 -1.44805 -4.40845
C 2.91916 -1.40093 -3.94426
O 2.77935 -0.38481 -2.95943
H 4.56847 -0.46845 -4.83383
H 4.54970 -2.25405 -5.11394
H 5.02310 -1.62307 -3.57092
H 2.54192 -2.35248 -3.53948
H 2.19431 -1.23846 -4.75742
H 2.27787 -0.69651 -2.18304
C -2.30955 5.30044 0.30697
C -1.95667 3.98925 -0.32816
O -1.23746 3.15425 0.56876
H -3.08595 5.17008 1.05844
H -2.60467 6.00433 -0.47111
H -1.43588 5.72343 0.80756
H -1.39074 4.05773 -1.26964
H -2.84736 3.45727 -0.70586
H -0.99667 2.33715 0.09411
C -4.26412 -4.57567 -1.28318
C -4.17293 -3.13010 -0.87221
O -2.82374 -2.80902 -0.55556
H -3.79330 -4.81082 -2.24072
H -5.28329 -4.94823 -1.40716
H -3.78907 -5.17597 -0.50365
H -4.84015 -2.93394 -0.02253
H -4.57408 -2.45012 -1.63880
H -2.87705 -1.96363 -0.08828
C 5.88462 -1.52558 0.83996
C 4.72243 -1.05957 -0.00191
O 3.63798 -1.96269 0.18515
H 5.55594 -1.61927 1.87720
H 6.67518 -0.77402 0.75778
H 6.30596 -2.48372 0.54058
H 4.94909 -1.04972 -1.07398
H 4.40872 -0.04651 0.27763
H 2.79319 -1.55947 -0.11359
C -1.70774 0.96707 5.08982
C -1.05068 1.47978 3.81885
O 0.27691 0.91181 3.70005
H -2.53892 0.29600 4.86278
H -2.16474 1.79336 5.63199
H -0.96820 0.40007 5.65094
H -0.98627 2.56718 3.76420
H -1.57283 1.12525 2.92252
H 0.64659 1.21227 2.85053
C -2.56967 -3.10149 4.71683
C -2.82692 -2.49098 3.37380
O -1.59130 -1.94227 2.89752
H -3.48531 -3.39588 5.23913
H -2.09615 -2.42032 5.43087
H -1.91184 -3.97323 4.69456
H -3.52995 -1.65207 3.43731
H -3.25554 -3.19131 2.65074
H -1.75815 -1.35881 2.14689
C 4.40567 2.30758 3.87679
C 4.43746 2.31446 2.36855
O 3.13006 2.68408 1.88333
H 3.65495 1.61742 4.25385
H 4.16794 3.31293 4.22721
H 5.39751 2.10243 4.28910
H 4.68837 1.37504 1.87048
H 5.12984 3.06849 1.99461
H 2.54395 1.91161 1.95217
C -5.35891 0.87098 0.55393
C -3.90976 0.91246 0.93489
O -3.34224 -0.37608 0.76690
H -5.49340 0.85186 -0.52786
H -5.87679 1.76466 0.91153
H -5.84803 0.00902 1.00868
H -3.74651 1.33187 1.93584
H -3.37444 1.63048 0.30259
H -2.37262 -0.28828 0.61978
C 2.02362 2.69507 -5.34937
C 1.25276 2.92696 -4.06091
C 0.28787 4.07210 -3.97351
O 0.96523 5.30509 -4.04795
C 0.06866 6.37382 -4.09054
N 0.55372 1.62814 -3.77466
H 2.57456 3.57907 -5.66606
H 1.39802 2.31055 -6.15670
H 2.71294 1.87356 -5.13308
H 1.93184 2.93774 -3.19674
H -0.20910 4.01513 -2.99204
H -0.50652 3.99465 -4.72956
H -0.74249 6.25987 -3.35839
H -0.41070 6.46737 -5.07695
H 0.57151 7.32237 -3.91034
H 1.26617 0.90216 -3.83668
H 0.38744 1.67610 -2.77249
C 3.12960 -1.08863 4.06399
C 3.03433 -2.58616 3.83387
C 2.58998 -3.35397 5.06055
O 2.99077 -4.70577 4.93350
C 3.27687 -5.30219 6.18272
N 2.03552 -2.80701 2.74483
H 4.01606 -0.87852 4.67392
H 2.27467 -0.70542 4.62733
H 3.29275 -0.54168 3.13233
H 4.01654 -2.94459 3.50629
H 1.49294 -3.31044 5.06426
H 2.99441 -2.91328 5.97829
H 4.11590 -4.76061 6.62911
H 3.50093 -6.35836 6.05485
H 2.40543 -5.27405 6.85004
H 2.03558 -3.78163 2.45967
H 2.50643 -2.32956 1.96297
C -3.38851 1.18820 -3.42153
C -2.95064 -0.25340 -3.27378
C -2.99572 -0.99072 -4.59917
O -4.31481 -0.96604 -5.10126
C -4.58774 -1.92639 -6.08134
N -1.56433 -0.38912 -2.79774
H -4.31427 1.23195 -4.00275
H -2.62966 1.78080 -3.93245
H -3.68100 1.62935 -2.46433
H -3.61065 -0.84881 -2.63754
H -2.60883 -2.01688 -4.52887
H -2.34965 -0.50749 -5.35636
H -5.64268 -1.92091 -6.33265
H -4.34967 -2.92730 -5.67658
H -3.94578 -1.83754 -6.96782
H -0.95506 0.07287 -3.47821
H -1.42897 0.21516 -1.98518
*
```